{
  "formula": "C2H2N2Si",
  "method": "wB97M-V/def2-TZVPD",
  "species": ["Si", "N", "N", "C", "C", "H", "H"],
  "coordinates": [[0.1682, -0.9302, -0.2232], [-1.7977, 0.8177, -1.5653], [1.2948, 1.7161, 2.1509], [-1.0616, 0.1559, -1.0145], [1.0653, 1.3092, 1.1270], [1.0944, -1.3424, -1.1825], [-0.7634, -1.7263, 0.7076]],
  "forces_ev_per_angstrom": [[-1.91, 3.13, 2.74], [-1.56, 1.28, -1.05], [0.91, 1.85, 3.68], [1.50, -1.21, 0.57], [-1.63, -4.66, -4.86], [1.23, -0.68, -0.60], [1.46, 0.28, -0.48]],
  "lowdin_charge": [0.839, 0.105, -0.077, -0.458, -0.310, -0.081, -0.017],
  "charge": 0,
  "relative_energy_kcal_mol": 70.5,
  "lumo_ev": -2.6,
  "homo_lumo_gap_ha": 0.31640,
  "total_energy_ev": -12959.9768
}